2 unconnected molecules or ions with the total composition C8H12BBr2FNO5 in a non-equilibrium geometry, computed with ωB97M-V/def2-TZVPD.

Values from the calculation:
HOMO-LUMO gap: 8.36 eV
Charge: -1
LUMO: 2.7 eV
Electronic energy: -6015.7080 Eh
Strongest force on any atom: 9.6 eV/Å
HOMO energy: -5.65 eV

Last column: Mulliken charge in e.
Positions of all 30 atoms, in Å:
C  -2.86  -1.87  -0.64  -0.877
C  -2.21  -0.88  0.54  0.070
Br  -1.98  0.94  -0.24  -0.204
C  -0.90  -1.52  1.28  -0.380
Br  -1.48  -2.10  3.10  -0.279
B  0.46  -0.60  1.24  0.338
C  0.55  0.57  2.39  0.149
O  0.40  1.85  1.96  -0.545
N  0.84  0.25  3.84  -0.086
C  0.53  1.39  4.78  0.538
O  -0.59  2.12  4.82  -0.472
F  1.56  1.71  5.83  -0.282
H  -2.25  -2.87  -0.77  0.258
H  -3.97  -2.20  -0.39  0.217
H  -2.87  -1.35  -1.70  0.251
H  -3.08  -0.80  1.36  0.364
H  -0.64  -2.52  0.68  0.245
H  0.71  -0.14  0.16  -0.383
H  1.37  -1.35  1.46  -0.188
H  1.89  0.11  3.92  0.279
C  1.10  1.76  -3.01  -0.247
C  2.37  1.19  -3.56  -0.339
O  2.14  -0.21  -3.53  -0.328
C  0.78  -0.38  -3.54  0.695
O  0.23  -1.46  -3.69  -0.575
O  0.13  0.80  -3.37  -0.281
H  0.87  2.74  -3.44  0.289
H  1.13  1.85  -1.92  0.221
H  2.55  1.49  -4.60  0.256
H  3.24  1.45  -2.96  0.297